## w
The following is a DFT calculation (ωB97M-V with the def2-TZVPD basis set) of one molecule with the formula C6H5N.

```
! wB97M-V def2-TZVPD RIJCOSX def2/J DEFGRID3
* xyz 0 1
C -1.55129 0.71670 0.00720
C -0.27736 1.10149 -0.03669
C 1.95922 -0.38450 -0.68035
C 1.96322 -0.40947 0.63562
C -1.68057 -0.74559 -0.06339
C 0.69398 -0.04746 -0.04836
N -0.70204 -1.50397 0.01143
H -2.49454 1.34855 0.17956
H 0.08871 2.08496 0.31739
H 2.13521 -0.63914 -1.65753
H 2.50101 -0.35763 1.41651
H -2.63554 -1.16393 -0.08138
*
```

As for the frontier orbital gap: 9.0 eV.

## x
The following is a DFT calculation (ωB97M-V with the def2-TZVPD basis set) of one molecule with the formula C6H5N.

```
! wB97M-V def2-TZVPD RIJCOSX def2/J DEFGRID3
* xyz 0 1
C 1.17686 2.33476 0.69919
C 0.62134 1.36912 0.21256
C 0.65381 0.33316 -0.76802
N -0.41331 -0.11177 -1.65836
C 0.08715 -1.07229 -0.66860
C -0.74905 -1.43711 0.47460
C -1.42629 -1.74155 1.42388
H 1.15953 3.08022 1.44180
H 1.63773 0.93504 -0.93585
H -1.33684 0.23638 -1.38891
H 0.61037 -1.92281 -1.10967
H -2.02130 -2.00315 2.27739
*
```

As for the frontier orbital gap: 9.9 eV. Its SMILES is C#C[C@@H]1N[C@@H]1C#C.

Result of the stability comparison: w is the most stable of them.

## w
The following is a DFT calculation (ωB97M-V with the def2-TZVPD basis set) of one molecule with the formula C10H15OP.

```
! wB97M-V def2-TZVPD RIJCOSX def2/J DEFGRID3
* xyz 0 1
C -2.68854 1.79167 -0.33975
C -1.50973 0.67956 -0.12708
C -1.40779 -0.12018 -1.51597
P -0.16168 0.86032 -2.61542
O -1.92383 -0.10014 1.01483
C -1.07012 -1.23164 1.27358
C 0.49359 -0.97145 1.09625
C 1.21160 0.16773 1.87789
C 2.72421 0.39441 1.62021
C 3.44160 -0.51357 0.59536
C 2.74751 -1.66531 -0.17543
C 1.24015 -1.89534 0.06870
H -3.05024 2.10297 0.69696
H -3.53932 1.33589 -0.97277
H -2.20888 2.68667 -0.88602
H -0.56174 1.31524 0.05644
H -0.97059 -1.16789 -1.44830
H -2.38653 -0.11383 -2.11404
H -0.88829 1.95672 -3.23354
H 0.72320 1.54784 -1.69261
H -1.23154 -1.51205 2.38430
H -1.35594 -2.17390 0.66753
H 0.59317 0.79293 2.59633
H 3.28577 1.22297 2.16979
H 4.55380 -0.36112 0.41012
H 3.30487 -2.32411 -0.92613
H 0.63531 -2.70440 -0.48124
*
```

As for the frontier orbital gap: 9.0 eV. Its SMILES is C[C@H](CP)OCc1ccccc1.

## x
The following is a DFT calculation (ωB97M-V with the def2-TZVPD basis set) of one molecule with the formula C10H15OP.

```
! wB97M-V def2-TZVPD RIJCOSX def2/J DEFGRID3
* xyz 0 1
C 0.68568 1.76518 1.44230
P 0.26719 1.12605 -0.25076
C -1.41573 0.27853 -0.16378
C -2.66703 1.03285 -0.71718
C -1.90546 0.06191 -1.58495
C -1.65954 -0.94364 0.69372
C -0.59988 -2.01428 0.45940
O -0.90598 -3.14705 0.21479
C 0.81939 -1.61692 0.61225
C 1.26489 -0.40804 -0.25859
C 1.81354 -0.67580 -1.66963
C 2.72412 -0.23629 -0.50364
H 1.75718 1.73153 1.32515
H 0.37111 1.03727 2.21093
H 0.14404 2.76879 1.46728
H -2.53101 2.01908 -1.02589
H -3.61252 0.94046 -0.16035
H -2.38713 -0.87157 -1.78532
H -1.33560 0.49683 -2.33817
H -2.75982 -1.25398 0.50786
H -1.62476 -0.59568 1.62476
H 1.09791 -1.25081 1.69296
H 1.50922 -2.46507 0.46646
H 1.67676 0.01425 -2.49300
H 2.13318 -1.67776 -2.03249
H 3.17809 -1.01803 0.02423
H 3.03411 0.71110 -0.36306
*
```

As for the frontier orbital gap: 9.7 eV. Its SMILES is CP1[C@]2(CC2)CC(=O)C[C@@]12CC2.

Result of the stability comparison: x is the most stable of them.

## w
The following is a DFT calculation (ωB97M-V with the def2-TZVPD basis set) of a 2-piece molecular cluster, C2H6NOS overall.

```
! wB97M-V def2-TZVPD RIJCOSX def2/J DEFGRID3
* xyz -1 1
C 2.16344 -2.51410 0.39867
S 0.95465 -1.16678 0.15541
H 3.17195 -2.13494 0.52757
H 1.82785 -3.11511 1.24241
H 2.16735 -3.17609 -0.47452
C -1.68372 1.38042 -0.15857
N -0.42727 1.67507 -0.60446
O -2.57010 2.19657 -0.01577
H -1.81556 0.30460 0.00709
H 0.25198 0.96368 -0.31026
H -0.21980 2.65798 -0.44492
*
```

As for the frontier orbital gap: 6.8 eV.

## x
The following is a DFT calculation (ωB97M-V with the def2-TZVPD basis set) of a 2-piece molecular cluster, C2H6NOS overall.

```
! wB97M-V def2-TZVPD RIJCOSX def2/J DEFGRID3
* xyz -1 1
C -2.10030 1.65629 -1.12450
S -0.59329 0.66849 -0.76168
H -2.08008 2.68124 -0.76571
H -2.95572 1.09152 -0.76114
H -2.19955 1.75141 -2.20775
C 2.22937 -1.40360 1.23974
N 1.18177 -1.28764 0.41294
O 2.41939 -2.30688 2.04027
H 2.98643 -0.62624 1.09028
H 0.37584 -1.86126 0.62691
H 0.73614 -0.36332 0.21063
*
```

As for the frontier orbital gap: 7.0 eV.

Result of the stability comparison: w is the most stable of them.

## w
The following is a DFT calculation (ωB97M-V with the def2-TZVPD basis set) of an isolated ion of composition C6H16N2 and charge +1.

```
! wB97M-V def2-TZVPD RIJCOSX def2/J DEFGRID3
* xyz 1 2
C 1.39358 2.11105 2.20093
C 0.73600 0.70521 2.19837
N 0.64228 0.03281 0.88941
C 1.70578 0.30965 -0.07452
C -0.69832 -0.08263 0.24656
C -0.76514 -1.40820 -0.67583
N -2.02498 -1.50680 -1.35826
C -1.99794 -1.04773 -2.75402
H 2.22992 2.23263 2.94610
H 1.82383 2.36599 1.23093
H 0.65271 2.86470 2.48625
H 1.38857 0.00670 2.70813
H -0.33357 0.74142 2.50852
H 1.90943 1.32672 -0.35497
H 2.60571 -0.20597 0.20920
H 1.45476 -0.16595 -1.00628
H -0.71031 0.77951 -0.45286
H -1.49453 -0.26856 0.96088
H 0.18423 -1.43633 -1.20609
H -0.54625 -2.17564 0.09320
H -2.26239 -2.49250 -1.38048
H -3.03128 -1.04893 -3.08720
H -1.32296 -1.59333 -3.42131
H -1.53912 -0.04384 -2.90667
*
```

As for the frontier orbital gap (spin up / spin down): 10.4 / 5.9 eV. Its expectation value of S² is 0.755.

## x
The following is a DFT calculation (ωB97M-V with the def2-TZVPD basis set) of C6H16N2 as an isolated structure.

```
! wB97M-V def2-TZVPD RIJCOSX def2/J DEFGRID3
* xyz 1 2
C -0.65247 -1.03683 -1.03882
N -1.60250 -0.76508 -0.15961
C -0.04513 -0.49845 2.43299
C 1.31483 -0.26960 1.85046
C 1.58952 1.16184 1.42470
N 2.85987 1.51815 1.25006
C -1.01747 -0.96101 -2.52637
C -2.02060 0.22417 -2.77727
H 0.31773 -1.44719 -0.76382
H -0.91697 0.21684 -0.54127
H -0.38214 -1.47401 2.17621
H -0.68626 0.33348 2.11405
H -0.02814 -0.41718 3.53471
H 1.50793 -0.91068 0.95492
H 2.08425 -0.59018 2.59491
H 0.86960 1.52761 -0.50978
H 1.14870 1.06537 0.19328
H 0.82805 1.74258 1.92864
H 3.32797 1.88107 2.07593
H -1.52944 -1.93946 -2.67052
H -0.12617 -0.89863 -3.13731
H -1.75951 0.79053 -3.66217
H -3.05010 -0.16208 -2.80655
H -2.03154 0.90875 -1.93736
*
```

As for the frontier orbital gap (spin up / spin down): 5.5 / 4.1 eV. Its expectation value of S² is 0.757.

Result of the stability comparison: w is the most stable of them.